1.
# C20H23ClGeIMgNO2S2

A molecular structure, C20H23ClGeIMgNO2S2 (the ωB97M-V functional and the def2-TZVPD basis, the OMol25 dataset).

The total energy comes out at -4812.54786 a.u. The total charge is -2. The frontier orbital gap is 5.450 eV. The LUMO energy comes out at 0.1422 Ha. The calculation puts the energy above the lowest of the compared OMol25 structures with the same formula, charge and spin at 5.9 kcal/mol.

Geometry as XYZ:
```
52
Properties=species:S:1:pos:R:3:nbo_charge:R:1
Mg 0.3610 -0.6269 0.3250 1.72
C -0.0738 1.3021 -1.4840 -0.40
C 1.2932 1.1436 -1.1309 -0.50
C 1.9645 0.6112 -2.2545 -0.34
C 1.0278 0.4420 -3.2830 -0.35
C -0.2298 0.8605 -2.8069 -0.34
H -0.8371 1.7366 -0.8520 0.21
H 1.7563 1.4846 -0.2119 0.22
H 3.0206 0.3768 -2.3069 0.19
H 1.2256 0.0087 -4.2559 0.18
H -1.1634 0.8195 -3.3547 0.18
Cl -2.8345 -0.3199 6.6701 -0.07
C -2.0582 0.0483 5.1392 -0.11
C -1.7517 1.3451 4.8385 -0.22
C -1.1235 1.6770 3.6299 -0.31
I -0.6637 3.6707 3.2233 0.08
C -0.7738 0.7207 2.6698 0.45
O -0.1879 0.9509 1.5674 -0.84
C -1.1413 -0.6451 3.0159 0.06
N -0.8326 -1.5546 2.0681 -0.48
C -1.0676 -2.8219 2.2855 0.08
C -1.6563 -3.2773 3.4804 -0.25
C -2.0078 -2.3717 4.4408 -0.17
C -1.7555 -0.9966 4.2316 -0.04
H -1.9943 2.1263 5.5465 0.22
H -0.7785 -3.5063 1.4983 0.22
H -1.8141 -4.3374 3.6256 0.21
H -2.4660 -2.6914 5.3677 0.21
C 3.4350 -2.2853 -0.7740 -0.27
O 3.0930 -3.2801 0.1933 -0.53
C 2.6210 -2.9184 1.3978 0.06
S 2.2659 -4.1903 2.4268 -0.31
S 2.4678 -1.2539 1.7866 -0.45
H 3.8547 -2.8440 -1.6098 0.17
H 4.1654 -1.5858 -0.3678 0.19
H 2.5569 -1.7348 -1.1096 0.23
C -2.2230 -2.9881 -3.4165 -1.09
Ge -1.7647 -2.9608 -1.4836 1.64
C -1.9428 -4.8654 -0.9405 -1.09
C -3.2740 -1.9745 -0.6691 -1.10
C -0.0410 -2.2448 -1.0759 -1.64
H -3.2187 -3.4100 -3.5833 0.20
H -1.4929 -3.5850 -3.9677 0.21
H -2.2004 -1.9732 -3.8187 0.22
H -2.9893 -5.1514 -0.8044 0.20
H -1.3975 -5.0915 -0.0234 0.22
H -1.5181 -5.4886 -1.7317 0.21
H -4.2406 -2.3796 -0.9808 0.20
H -3.2151 -0.9295 -0.9830 0.23
H -3.2173 -1.9978 0.4210 0.22
H 0.2831 -1.6931 -1.9710 0.24
H 0.6360 -3.1012 -0.9641 0.21
```

=====

2.
# C20H23ClN2O

A single C20H23ClN2O molecule (the ωB97M-V functional and the def2-TZVPD basis, the OMol25 dataset).

The SMILES is CC[C@H](C(=O)N1CCN(c2cccc(Cl)c2)CC1)c1ccccc1. The total energy comes out at -1420.88843 a.u. The frontier orbital gap is 8.686 eV. The LUMO energy comes out at 0.0239 Ha. The calculation puts the energy above the lowest of the compared OMol25 structures with the same formula, charge and spin at 4.0 kcal/mol.

Geometry as XYZ:
```
47
Properties=species:S:1:pos:R:3:nbo_charge:R:1
C -2.8341 -3.8525 -2.6931 -0.62
C -1.3297 -4.0375 -2.8392 -0.38
C -0.4839 -2.9450 -2.1534 -0.34
C -0.5488 -3.0713 -0.6323 0.71
O -1.3011 -3.8391 -0.0639 -0.64
N 0.3103 -2.2908 0.0718 -0.45
C 1.2382 -1.3033 -0.4194 -0.21
C 0.8501 0.0996 0.0717 -0.23
N 0.7737 0.0916 1.5150 -0.46
C 1.0016 1.2496 2.2392 0.29
C 1.2258 1.1798 3.6202 -0.29
C 1.5132 2.3134 4.3503 -0.17
C 1.6012 3.5546 3.7405 -0.28
C 1.3835 3.6246 2.3767 0.00
Cl 1.4730 5.1587 1.5775 0.00
C 1.0811 2.5035 1.6262 -0.33
C -0.1787 -0.8911 1.9925 -0.22
C 0.2396 -2.2821 1.5186 -0.23
C -0.9111 -1.5696 -2.6012 -0.02
C -0.3407 -0.9889 -3.7276 -0.22
C -0.7428 0.2634 -4.1568 -0.20
C -1.7230 0.9535 -3.4644 -0.22
C -2.3025 0.3812 -2.3447 -0.22
C -1.8998 -0.8717 -1.9164 -0.17
H -3.1087 -3.8554 -1.6428 0.23
H -3.1598 -2.9185 -3.1461 0.20
H -3.3519 -4.6722 -3.1860 0.21
H -1.0685 -4.0490 -3.9005 0.20
H -1.0477 -4.9988 -2.4061 0.22
H 0.5570 -3.1175 -2.4545 0.23
H 1.2778 -1.2995 -1.5056 0.22
H 2.2341 -1.5463 -0.0272 0.20
H 1.6263 0.7959 -0.2464 0.22
H -0.1068 0.3898 -0.3901 0.19
H 1.1970 0.2254 4.1220 0.21
H 1.6852 2.2319 5.4130 0.22
H 1.8327 4.4413 4.3070 0.23
H 0.8911 2.6213 0.5721 0.23
H -0.2339 -0.8677 3.0787 0.22
H -1.1808 -0.6687 1.5910 0.18
H -0.4899 -3.0330 1.8251 0.25
H 1.2232 -2.5344 1.9287 0.19
H 0.4247 -1.5232 -4.2739 0.21
H -0.2898 0.7015 -5.0341 0.22
H -2.0363 1.9316 -3.7976 0.22
H -3.0718 0.9121 -1.8029 0.22
H -2.3599 -1.3175 -1.0466 0.21
```

=====

3.
# C20H23ClN7O5S

3 unconnected molecules or ions with the total composition C20H23ClN7O5S (the ωB97M-V functional and the def2-TZVPD basis, the OMol25 dataset).

The total energy comes out at -2393.27448 a.u. The total charge is +1. The frontier orbital gap is 7.181 eV. The LUMO energy comes out at -0.1654 Ha.

Geometry as XYZ:
```
57
Properties=species:S:1:pos:R:3:nbo_charge:R:1
C -0.3857 0.3103 -1.5409 -0.62
C -0.2990 0.5497 -0.0047 -0.43
C 1.1380 0.2361 0.5389 -0.02
Cl 1.7980 1.6745 1.4086 -0.04
N 1.1526 -0.9781 1.3316 -0.56
C 2.2745 -1.6202 1.5970 0.59
N 3.4911 -1.1658 1.1632 -0.46
C 4.3539 -2.0589 1.6687 0.43
C 5.8582 -1.9025 1.4559 -0.11
O 6.5301 -3.0639 1.0322 -0.51
C 5.8034 -3.8220 0.0552 -0.28
N 3.7262 -3.0168 2.3364 -0.37
N 2.4011 -2.7517 2.3139 -0.04
N 1.3789 -3.4685 2.8954 -0.32
C 1.7276 -4.1001 3.8986 0.18
S 2.4953 -5.1287 4.7907 0.26
H -1.4248 0.1335 -1.8649 0.22
H -0.0450 1.1915 -2.0907 0.25
H 0.2304 -0.5396 -1.8834 0.21
H -0.4597 1.6297 0.1427 0.23
H -1.0776 0.0209 0.5638 0.23
H 1.7511 0.0540 -0.3580 0.23
H 0.3008 -1.3769 1.7208 0.45
H 6.0058 -1.0279 0.7966 0.23
H 6.2848 -1.6263 2.4417 0.23
H 6.5414 -4.4683 -0.4493 0.22
H 5.2967 -3.2098 -0.7088 0.19
H 5.1201 -4.5102 0.5896 0.16
H 4.2525 -3.7755 2.7526 0.46
C -4.8562 0.4039 -6.7053 -0.17
C -4.5905 1.5564 -5.9772 -0.21
C -3.4316 1.6489 -5.2230 -0.21
C -2.5467 0.5824 -5.2104 0.08
C -2.8042 -0.5756 -5.9269 -0.21
C -3.9663 -0.6621 -6.6767 -0.21
N -1.3074 0.6861 -4.4330 0.52
O -1.1186 1.7096 -3.7984 -0.39
O -0.5342 -0.2541 -4.4670 -0.38
H -5.7599 0.3366 -7.2982 0.23
H -5.2864 2.3846 -6.0006 0.23
H -3.2305 2.5487 -4.6587 0.25
H -2.1140 -1.4075 -5.9113 0.25
H -4.1777 -1.5596 -7.2429 0.23
C -1.8935 4.6044 4.5312 -0.16
C -0.8491 3.6901 4.4724 -0.21
C -1.0620 2.4343 3.9286 -0.21
C -2.3148 2.1076 3.4456 0.07
C -3.3679 3.0063 3.5028 -0.20
C -3.1523 4.2613 4.0505 -0.20
N -2.5195 0.7834 2.8520 0.53
O -1.5675 0.0102 2.8415 -0.44
O -3.6136 0.5234 2.4017 -0.35
H -1.7264 5.5884 4.9513 0.23
H 0.1299 3.9588 4.8471 0.23
H -0.2480 1.7247 3.8836 0.24
H -4.3480 2.7457 3.1281 0.25
H -3.9640 4.9748 4.1001 0.23
```

=====

4.
# C20H23ClOPYb

A molecular structure, C20H23ClOPYb (the ωB97M-V functional and the def2-TZVPD basis, the OMol25 dataset).

The total energy comes out at -2810.78740 a.u. The total charge is +2. The frontier orbital gap (alpha / beta) is 6.834 / 5.462 eV. The LUMO energy (alpha / beta) comes out at -0.2913 / -0.3420 Ha. The calculation puts the energy above the lowest of the compared OMol25 structures with the same formula, charge and spin at 0.0 kcal/mol. As for the spin multiplicity: 2.

Geometry as XYZ:
```
47
Properties=species:S:1:pos:R:3:lowdin_spin:R:1
Yb -0.6580 -0.4049 2.0146 0.96
Cl 0.3020 0.7280 4.0534 0.00
P 0.0215 0.4052 -0.4927 0.01
C -1.4107 -0.3995 -1.2349 0.00
C -1.2763 -1.2640 -2.3541 0.00
C -2.3977 -1.8957 -2.9112 0.00
C -3.6557 -1.6542 -2.3409 0.00
C -3.7931 -0.8701 -1.1848 0.00
C -2.6784 -0.2733 -0.5904 0.00
C -0.2733 2.2297 -0.5092 0.00
C 0.4583 2.9750 0.4317 0.00
C 0.3029 4.3471 0.4173 0.00
C -0.6168 4.9411 -0.4815 0.00
C -1.4668 4.1528 -1.3123 0.00
C -1.3007 2.7693 -1.3000 0.00
C 1.5703 0.0092 -1.2644 0.00
C 2.5736 -0.5946 -0.4862 0.00
C 3.8114 -0.8077 -1.0653 0.00
C 4.0940 -0.4045 -2.3662 0.00
C 3.1148 0.2541 -3.1330 0.00
C 1.8420 0.4672 -2.5723 0.00
H 1.1050 2.5052 1.1507 0.00
H 0.8761 4.9990 1.0734 0.00
H -0.6725 6.0556 -0.5587 0.00
H -2.2094 4.6436 -1.9693 0.00
H -1.9616 2.1301 -1.8782 0.00
H -0.2576 -1.4882 -2.6804 0.00
H -2.2826 -2.5822 -3.7653 0.00
H -4.5585 -2.0536 -2.8147 0.00
H -4.7990 -0.7442 -0.7534 0.00
H -2.7714 0.2959 0.3628 0.00
H 2.3539 -0.7981 0.5523 0.00
H 4.6285 -1.2895 -0.5322 0.00
H 5.0696 -0.6362 -2.8149 0.00
H 3.3175 0.6127 -4.1623 0.00
H 1.0671 1.0526 -3.0892 0.00
H -0.4918 -2.8581 -0.2217 0.00
H 0.2658 -2.5999 -0.1857 0.00
C 0.2236 -2.6343 5.4114 0.00
C 0.8147 -2.2327 4.0730 0.00
O -0.3051 -2.2050 3.0353 0.00
H -0.2192 -1.7076 5.8326 0.00
H 0.9971 -3.0743 6.0597 0.00
H -0.6345 -3.3178 5.2989 0.00
H 1.2086 -1.2067 4.1452 0.00
H 1.6585 -2.8197 3.6695 0.00
H -0.9862 -2.7567 3.4435 0.00
```

=====

5.
# C20H23N3O3S

A single C20H23N3O3S molecule (the ωB97M-V functional and the def2-TZVPD basis, the OMol25 dataset).

The SMILES is COC(=O)Cc1ccc(NC(=S)Nc2ccc(N3CCOCC3)cc2)cc1. The total energy comes out at -1564.11217 a.u. The frontier orbital gap is 8.369 eV. The LUMO energy comes out at 0.0220 Ha. The calculation puts the energy above the lowest of the compared OMol25 structures with the same formula, charge and spin at 44.0 kcal/mol.

Geometry as XYZ:
```
50
Properties=species:S:1:pos:R:3:nbo_charge:R:1
C -5.0548 5.0846 -3.6694 -0.26
O -4.4432 5.2081 -2.3928 -0.51
C -4.7941 4.3046 -1.4728 0.81
O -5.6061 3.4379 -1.6566 -0.60
C -3.9972 4.4987 -0.1984 -0.52
C -2.7772 3.6219 -0.3177 -0.05
C -1.5579 4.1424 -0.7271 -0.14
C -0.4453 3.3350 -0.8714 -0.25
C -0.5408 1.9705 -0.6181 0.15
N 0.5242 1.0777 -0.7123 -0.59
C 1.7686 1.2064 -1.2327 0.30
S 2.3407 2.4735 -2.1269 -0.25
N 2.6024 0.1442 -1.0490 -0.59
C 2.4382 -0.9957 -0.2520 0.09
C 2.9355 -2.2139 -0.7073 -0.20
C 2.8173 -3.3588 0.0522 -0.28
C 2.1878 -3.3368 1.3015 0.26
N 1.9768 -4.4842 2.0514 -0.46
C 2.2723 -4.4841 3.4722 -0.24
C 1.4213 -5.5521 4.1612 -0.07
O 1.6683 -6.8240 3.6104 -0.52
C 1.3883 -6.8251 2.2319 -0.07
C 2.2269 -5.7885 1.4742 -0.25
C 1.7116 -2.1030 1.7598 -0.24
C 1.8432 -0.9544 1.0090 -0.25
C -1.7672 1.4432 -0.2081 -0.24
C -2.8699 2.2582 -0.0647 -0.18
H -4.8200 5.9971 -4.2113 0.20
H -4.6535 4.2160 -4.1953 0.19
H -6.1347 4.9651 -3.5617 0.20
H -4.6101 4.1890 0.6479 0.24
H -3.7129 5.5454 -0.1055 0.23
H -1.4705 5.1983 -0.9355 0.21
H 0.4911 3.7628 -1.1851 0.25
H 0.2975 0.1417 -0.3926 0.41
H 3.4357 0.1805 -1.6208 0.42
H 3.4307 -2.2575 -1.6664 0.22
H 3.2373 -4.2745 -0.3317 0.22
H 2.0651 -3.5087 3.9071 0.21
H 3.3360 -4.7228 3.6362 0.18
H 1.6723 -5.6214 5.2207 0.20
H 0.3560 -5.2970 4.0519 0.17
H 1.6118 -7.8312 1.8738 0.20
H 0.3212 -6.6081 2.0687 0.17
H 1.9165 -5.7926 0.4291 0.21
H 3.2912 -6.0648 1.5423 0.18
H 1.2223 -2.0364 2.7191 0.21
H 1.5048 -0.0151 1.4208 0.23
H -1.8509 0.3841 -0.0043 0.21
H -3.8154 1.8349 0.2394 0.22
```